[1]
{"formula": "C3H8P2", "method": "ωB97M-V/def2-TZVPD", "spin_multiplicity": 1, "species": ["C", "C", "C", "P", "P", "H", "H", "H", "H", "H", "H", "H", "H"], "positions_angstrom": [[2.131, -0.327, 0.456], [-2.891, -0.157, 0.118], [1.665, 0.513, -0.693], [-1.185, -0.709, -0.445], [-0.313, 1.070, -0.069], [1.877, 0.063, 1.403], [1.654, -1.196, 0.405], [3.246, -0.547, 0.472], [-2.707, 0.103, 1.154], [-3.344, 0.783, -0.341], [-3.674, -0.912, -0.002], [1.135, 0.068, -1.585], [2.405, 1.247, -0.874]], "forces_ev_per_angstrom": [[3.2, 1.4, -0.7], [-0.6, 1.1, -0.4], [-3.8, -0.2, 0.4], [-0.3, 0.8, -0.3], [2.1, -0.1, -0.6], [-0.1, 0.9, 1.1], [-1.8, -4.0, 0.0], [-1.2, 0.4, -0.2], [-0.6, -0.2, 0.4], [1.0, -1.1, 0.2], [0.4, -0.2, 0.3], [1.9, -0.1, 0.7], [-0.1, 1.4, -0.7]]}

---

[2]
{"formula": "C3H8P2", "method": "ωB97M-V/def2-TZVPD", "spin_multiplicity": 1, "species": ["C", "C", "C", "P", "P", "H", "H", "H", "H", "H", "H", "H", "H"], "positions_angstrom": [[-0.467, -0.952, 0.210], [-1.296, 0.401, 0.087], [0.962, -0.643, -0.065], [-1.750, 1.258, -1.454], [2.032, 0.233, 1.050], [-0.592, -1.062, 1.330], [-1.043, -1.765, -0.386], [-1.702, 0.872, 1.010], [1.156, -0.717, -1.104], [-0.809, 0.671, -2.304], [-1.176, 2.723, -1.433], [3.082, -0.622, 0.914], [1.603, -0.398, 2.146]], "forces_ev_per_angstrom": [[-2.4, 1.2, 1.5], [0.4, 0.3, -0.5], [-1.4, -0.4, -0.3], [0.3, 1.2, 0.8], [-0.2, 1.5, -1.4], [0.1, -0.9, -1.2], [1.5, 1.1, 1.0], [0.5, -0.5, -0.7], [0.8, 0.2, -0.8], [0.3, 0.1, -0.2], [-0.4, -2.2, 0.2], [1.3, -0.7, -0.2], [-0.7, -0.8, 1.8]]}

---

[3]
{"formula": "C3H8P2", "method": "ωB97M-V/def2-TZVPD", "smiles": "C=P(C)=PC", "spin_multiplicity": 1, "species": ["C", "C", "C", "P", "P", "H", "H", "H", "H", "H", "H", "H", "H"], "positions_angstrom": [[2.726, -0.500, -0.591], [-2.195, 0.837, -1.119], [0.446, -0.462, 0.891], [-0.575, 1.505, -1.787], [1.143, 0.196, -0.790], [3.026, -0.514, 0.501], [3.438, -0.485, -1.423], [-2.481, 1.055, -0.008], [-2.164, -0.241, -1.259], [-2.802, 1.210, -1.889], [-0.633, -0.821, 0.809], [0.426, 0.488, 1.389], [1.194, -1.168, 0.989]], "forces_ev_per_angstrom": [[-1.5, 1.7, -0.4], [1.8, -1.0, 2.7], [-2.5, 2.0, -3.0], [1.9, -0.6, 0.4], [-0.9, -1.1, 1.2], [-0.1, -0.4, -1.6], [0.0, 0.2, 0.7], [0.3, 0.0, -2.3], [-0.3, -0.2, 0.1], [-1.5, 0.7, -0.6], [1.7, 0.2, 0.0], [0.3, 0.0, 1.3], [0.9, -1.5, 1.5]]}

---

[4]
{"formula": "C3H8S", "method": "ωB97M-V/def2-TZVPD", "spin_multiplicity": 1, "species": ["C", "C", "C", "S", "H", "H", "H", "H", "H", "H", "H", "H"], "positions_angstrom": [[0.227, -1.121, -0.784], [0.775, 0.063, 0.031], [-0.180, 1.213, 0.327], [-2.396, -0.442, 1.394], [0.902, -1.346, -1.607], [-0.733, -0.855, -1.230], [0.123, -2.001, -0.159], [0.923, -0.315, 1.047], [1.766, 0.374, -0.293], [0.276, 1.949, 0.982], [-0.604, 1.709, -0.544], [-1.078, 0.772, 0.838]], "forces_ev_per_angstrom": [[0.2, 0.8, -0.4], [-0.4, -0.6, 1.4], [0.6, -0.2, -1.2], [0.6, 0.6, -0.2], [0.0, -0.2, -0.1], [-0.1, -0.2, 0.1], [-0.2, -0.1, -0.1], [0.5, -0.2, 0.0], [-0.1, 0.4, -0.3], [-0.3, 0.0, 0.3], [0.0, 0.0, -0.1], [-0.8, -0.3, 0.7]]}

---

Calculated values (eV) of relative energy (zero: lowest compared OMol25 entry of this formula, charge and spin) for the records, taken in order: 0.8259, 3.6834, 2.7880, 3.6747.